(1)
{"formula": "C4H26N2O9", "method": "ωB97M-V/def2-TZVPD", "symbols": ["C", "C", "C", "N", "C", "N", "O", "H", "H", "H", "H", "H", "H", "H", "H", "H", "H", "O", "H", "H", "O", "H", "H", "O", "H", "H", "O", "H", "H", "O", "H", "H", "O", "H", "H", "O", "H", "H", "O", "H", "H"], "xyz": [[-1.6367, 0.4121, -1.7152], [-1.1464, -0.7648, -0.8595], [0.1712, -0.4350, -0.1619], [0.0837, 0.5382, 0.9452], [0.7147, -1.6937, 0.5523], [2.0461, -1.8895, 0.5527], [-0.0208, -2.4989, 1.1201], [-2.5045, 0.1039, -2.2819], [-0.8675, 0.7331, -2.4587], [-1.8786, 1.3303, -1.1084], [-1.8605, -1.0293, -0.1871], [-1.0071, -1.6601, -1.5178], [0.9109, -0.0555, -0.8759], [-0.7697, 0.3754, 1.5386], [-0.0154, 1.4806, 0.5729], [2.7008, -1.1757, 0.1163], [2.4477, -2.7039, 0.9948], [-0.7866, 3.1781, -0.0106], [-0.8306, 4.0478, 0.2599], [-0.0867, 3.1448, -0.6245], [-1.6170, -3.7933, -0.6120], [-1.1467, -3.3574, 0.0341], [-2.0191, -4.5384, -0.1814], [1.9649, 0.6949, -3.0556], [1.3896, -0.0365, -3.2275], [2.4907, 0.4603, -2.3067], [3.1257, 0.5724, -0.6601], [2.4686, 1.2245, -0.3272], [3.9191, 1.0057, -0.6185], [-1.8291, -1.0453, 2.5211], [-1.1958, -0.9556, 3.2847], [-1.3996, -1.7313, 2.0017], [1.3765, 2.8168, -1.5427], [1.4641, 2.1430, -2.1835], [1.8278, 3.5280, -1.9359], [-3.2888, 1.4831, 1.3572], [-2.8955, 0.6747, 1.6738], [-2.5579, 1.9406, 0.8928], [0.5884, -0.7740, 3.6900], [0.9093, -1.6057, 3.3131], [0.7606, -0.1444, 3.0314]], "atomic_forces_ev_per_a": [[0.574, 0.881, 0.228], [2.296, 0.686, -2.954], [-0.160, -0.636, 1.204], [-0.630, 0.448, 0.303], [0.614, -0.103, -0.658], [1.354, 1.547, -0.988], [-0.020, -0.014, 0.217], [-0.328, 0.107, -0.052], [-0.392, -0.268, 0.463], [0.109, -1.072, -0.610], [-2.055, -0.729, 2.128], [-0.016, 0.687, 0.444], [-0.280, -0.273, 0.128], [1.023, -0.146, -0.895], [-0.044, -0.192, 0.207], [-1.327, -1.285, 0.849], [-0.267, 0.092, 0.008], [-1.618, -2.364, 0.615], [-0.327, 2.882, 1.079], [1.581, -0.174, -1.583], [-1.764, -1.497, -2.837], [1.773, 1.592, 2.471], [-0.261, -0.468, 0.189], [-0.346, 0.942, -1.255], [-0.543, -0.642, -0.262], [0.885, -0.514, 1.014], [-3.310, -1.069, 0.349], [0.389, -0.413, -0.136], [3.353, 1.662, 0.174], [-0.057, 0.483, 1.197], [-0.763, -0.004, -0.831], [0.063, -0.285, -0.314], [-0.619, 0.356, 2.045], [-0.132, -1.946, -1.630], [0.873, 1.727, -0.556], [0.408, 0.958, -0.644], [0.183, -0.750, 0.385], [-0.571, -0.252, 0.334], [0.033, -1.759, 1.814], [-0.109, 0.141, 0.133], [0.430, 1.665, -1.771]], "orbital_gap_ev": 9.5, "smiles": "CC[C@@H](N)C(N)=O.O.O.O.O.O.O.O.O", "charge": 0, "total_energy_ha": -954.70752, "de_lowest_kcal_mol": 20.96}

---

(2)
{"formula": "C5H8IN6", "method": "ωB97M-V/def2-TZVPD", "symbols": ["N", "C", "N", "N", "C", "N", "C", "N", "N", "C", "I", "C", "H", "H", "H", "H", "H", "H", "H", "H"], "xyz": [[0.0490, 1.8363, 0.5417], [0.1145, 0.6647, -0.1643], [0.4099, 0.9717, -1.5511], [-1.1606, -0.2485, -0.0967], [-1.3129, -1.5108, 0.1964], [-0.2630, -2.3296, 0.4027], [0.9578, -1.6807, 0.5694], [2.0751, -2.3106, 0.8137], [3.0507, -1.3667, 0.7636], [2.5578, -0.1299, 0.3739], [3.4922, 1.6522, 0.1589], [1.1953, -0.3174, 0.3420], [-0.3047, 2.6206, 0.1919], [0.2385, 1.8407, 1.5208], [-0.1269, 1.6772, -1.9803], [1.4248, 1.0153, -1.7409], [-1.9979, 0.3332, -0.1419], [-2.3912, -1.9650, 0.1646], [-0.5196, -3.2455, 0.8171], [3.9933, -1.6538, 1.0123]], "atomic_forces_ev_per_a": [[0.916, -3.245, 3.103], [2.459, -1.418, -1.276], [0.678, -2.137, 0.231], [-0.663, 1.283, 0.288], [-1.116, -0.960, -0.691], [-2.187, 0.251, 0.750], [1.528, 0.091, -0.220], [0.878, -0.136, 0.458], [-0.857, 0.466, -0.603], [-0.447, -1.825, 1.489], [0.829, 0.242, 0.007], [-1.507, 1.238, -1.102], [-1.644, 3.664, -1.982], [-0.131, -0.084, 0.449], [-0.467, 0.996, -0.382], [-1.210, 0.135, 0.134], [0.043, -0.540, -0.169], [2.276, 0.916, 0.277], [0.918, 0.791, -0.495], [-0.295, 0.274, -0.264]], "orbital_gap_ev": 9.3, "smiles": "NC1(N)[NH+]=CNc2n[nH]c(I)c21", "charge": 1, "total_energy_ha": -821.30838, "de_lowest_kcal_mol": 4.41}

---

Which formula does entry 2 have?
C5H8IN6

---

Repeat the second record exactly.
{"formula": "C5H8IN6", "method": "ωB97M-V/def2-TZVPD", "symbols": ["N", "C", "N", "N", "C", "N", "C", "N", "N", "C", "I", "C", "H", "H", "H", "H", "H", "H", "H", "H"], "xyz": [[0.0490, 1.8363, 0.5417], [0.1145, 0.6647, -0.1643], [0.4099, 0.9717, -1.5511], [-1.1606, -0.2485, -0.0967], [-1.3129, -1.5108, 0.1964], [-0.2630, -2.3296, 0.4027], [0.9578, -1.6807, 0.5694], [2.0751, -2.3106, 0.8137], [3.0507, -1.3667, 0.7636], [2.5578, -0.1299, 0.3739], [3.4922, 1.6522, 0.1589], [1.1953, -0.3174, 0.3420], [-0.3047, 2.6206, 0.1919], [0.2385, 1.8407, 1.5208], [-0.1269, 1.6772, -1.9803], [1.4248, 1.0153, -1.7409], [-1.9979, 0.3332, -0.1419], [-2.3912, -1.9650, 0.1646], [-0.5196, -3.2455, 0.8171], [3.9933, -1.6538, 1.0123]], "atomic_forces_ev_per_a": [[0.916, -3.245, 3.103], [2.459, -1.418, -1.276], [0.678, -2.137, 0.231], [-0.663, 1.283, 0.288], [-1.116, -0.960, -0.691], [-2.187, 0.251, 0.750], [1.528, 0.091, -0.220], [0.878, -0.136, 0.458], [-0.857, 0.466, -0.603], [-0.447, -1.825, 1.489], [0.829, 0.242, 0.007], [-1.507, 1.238, -1.102], [-1.644, 3.664, -1.982], [-0.131, -0.084, 0.449], [-0.467, 0.996, -0.382], [-1.210, 0.135, 0.134], [0.043, -0.540, -0.169], [2.276, 0.916, 0.277], [0.918, 0.791, -0.495], [-0.295, 0.274, -0.264]], "orbital_gap_ev": 9.3, "smiles": "NC1(N)[NH+]=CNc2n[nH]c(I)c21", "charge": 1, "total_energy_ha": -821.30838, "de_lowest_kcal_mol": 4.41}

---

Look up the charge of the second one.
+1

---

Among the records above, which one has the lowest charge?
C4H26N2O9